(1)
This record from OMol25 describes a 9-piece molecular cluster, C38H66N2O7 overall. The level of theory is ωB97M-V with the def2-TZVPD basis set.

Structure (XYZ):
```
113
Properties=species:S:1:pos:R:3:lowdin_charge:R:1
C 0.7491 0.5178 -4.6342 -0.141
C 1.1031 -0.9174 -4.5129 -0.147
C 1.4501 -1.0066 -3.0229 -0.172
O 1.5265 0.3171 -2.5342 -0.182
C 0.5381 0.9580 -3.1905 -0.239
H -0.1323 0.5158 -5.2754 0.116
H 1.5211 1.0972 -5.1408 0.126
H 1.9182 -1.1989 -5.1796 0.114
H 0.3251 -1.6656 -4.6645 0.115
H 2.4351 -1.4558 -2.8968 0.145
H 0.7072 -1.6405 -2.5388 0.072
H 0.4373 2.0407 -3.1151 0.117
H -0.4297 0.6962 -2.7629 0.111
C 1.4117 -1.8307 4.1080 -0.157
C 0.3457 -2.1202 3.1003 -0.191
C -0.0337 -3.5230 3.2758 -0.178
O 1.3087 -4.0604 3.4724 -0.127
C 2.2007 -3.0875 3.9907 -0.198
H 0.8852 -1.8206 5.0623 0.130
H 1.9623 -0.9021 3.9574 0.083
H 0.6432 -2.0511 2.0540 0.090
H -0.5208 -1.4671 3.2038 0.131
H -0.4836 -3.9860 2.3976 0.089
H -0.6653 -3.7401 4.1372 0.126
H 3.0435 -2.9864 3.3069 0.122
H 2.5927 -3.4616 4.9365 0.123
C 2.9969 0.9732 2.9091 -0.193
C 4.3559 0.8941 3.5037 -0.173
C 4.4130 -0.5531 3.9300 -0.104
O 3.2854 -1.2477 3.2564 -0.292
C 2.7956 -0.3539 2.2577 -0.175
H 3.0940 1.8220 2.2322 0.055
H 2.4154 1.2847 3.7768 0.130
H 4.5160 1.7702 4.1321 0.129
H 5.0744 1.0301 2.6953 0.089
H 4.2515 -0.4813 5.0056 0.126
H 5.3670 -1.0067 3.6614 0.123
H 1.7155 -0.4824 2.1872 0.082
H 3.2501 -0.5155 1.2803 0.152
C -4.3613 -2.2508 0.6422 -0.178
C -4.0847 -3.7539 0.8126 -0.108
C -2.8133 -3.6185 1.7428 -0.184
O -3.0223 -2.3941 2.4760 -0.142
C -4.0914 -1.6252 1.9901 -0.176
H -5.3996 -2.2118 0.3128 0.129
H -3.7793 -1.8249 -0.1751 0.008
H -3.9427 -4.2554 -0.1448 0.098
H -4.8900 -4.2299 1.3721 0.111
H -1.8942 -3.6626 1.1586 0.079
H -2.8240 -4.4526 2.4445 0.120
H -3.8477 -0.5629 2.0037 0.128
H -4.8964 -1.8659 2.6845 0.120
C -2.8622 1.6390 -3.0730 -0.140
C -1.9436 2.7167 -3.5797 -0.145
C -1.5134 3.3543 -2.2918 -0.185
O -1.3054 2.1834 -1.4981 -0.260
C -2.2611 1.2189 -1.6820 -0.203
H -3.1233 0.7678 -3.6739 0.088
H -3.8658 2.0516 -2.9698 0.111
H -2.5241 3.3862 -4.2144 0.123
H -1.1534 2.2212 -4.1437 0.087
H -2.1883 4.0545 -1.7997 0.142
H -0.5322 3.8283 -2.3185 0.122
H -3.0304 1.3084 -0.9150 0.146
H -1.8220 0.2224 -1.7308 0.079
C 0.1081 -1.7667 -0.4504 -0.082
C 0.9876 -0.5818 -0.0169 -0.120
C 0.0646 0.6166 0.2191 -0.188
O -1.2349 0.0531 0.4153 -0.047
C -1.2943 -1.2162 -0.2170 -0.252
H 0.2827 -2.6864 0.1079 0.118
H 0.3121 -1.9191 -1.5102 0.052
H 1.7151 -0.3615 -0.7981 0.103
H 1.4116 -0.8303 0.9561 0.047
H 0.0897 1.3135 -0.6185 0.113
H 0.3256 1.2435 1.0717 0.081
H -1.8378 -1.0993 -1.1546 0.024
H -1.7878 -2.0648 0.2567 0.093
C 3.0088 2.0446 -1.2882 -0.097
C 4.4333 2.5726 -0.8945 -0.129
C 4.6974 2.0401 0.4702 -0.168
O 3.3878 1.7169 0.9114 -0.216
C 2.3786 2.0820 0.0599 -0.240
H 3.0789 1.0312 -1.6834 0.112
H 2.5372 2.7517 -1.9706 0.126
H 4.4661 3.6601 -0.8285 0.116
H 5.0930 2.1986 -1.6774 0.113
H 5.2302 2.7454 1.1080 0.130
H 5.2872 1.1236 0.4565 0.128
H 2.0359 3.1084 0.1915 0.122
H 1.6156 1.3082 0.1448 0.066
N -4.1294 -0.9605 -2.4453 0.117
C -3.2408 -1.6023 -1.6084 -0.280
C -2.7520 -2.8289 -1.8619 -0.063
C -3.2240 -3.4592 -3.0258 -0.018
C -4.2527 -2.8821 -3.8381 -0.052
C -4.6054 -1.5735 -3.5291 -0.145
H -2.9695 -1.1915 -0.6472 0.064
H -2.1286 -3.3946 -1.1852 0.125
H -2.8932 -4.4146 -3.4055 0.101
H -4.7533 -3.3602 -4.6671 0.095
H -5.3654 -1.1833 -4.1898 0.106
N -0.6900 5.3036 0.1692 0.089
C -0.4924 5.8343 1.3447 -0.182
C 0.0359 5.1781 2.4493 -0.069
C 0.5117 3.9049 2.2648 -0.036
C 0.3506 3.2885 1.0110 -0.085
C -0.2608 4.0428 0.0286 -0.122
H -0.8878 6.8223 1.5290 0.098
H 0.0862 5.7659 3.3540 0.100
H 0.8890 3.3087 3.0824 0.103
H 0.5184 2.2221 0.9788 0.013
H -0.5366 3.4967 -0.8614 0.037
```

## Properties
**Net charge**: 0
**Gap between HOMO and LUMO**: 8.70 eV
**Lowest unoccupied orbital energy**: 0.5 eV

(2)
This record from OMol25 describes a 9-piece molecular cluster, C38H66N2O7 overall. The level of theory is ωB97M-V with the def2-TZVPD basis set.

Structure (XYZ):
```
113
Properties=species:S:1:pos:R:3:lowdin_charge:R:1
C -38.9726 -5.3080 -17.0484 -0.161
C -38.2203 -6.0700 -15.9734 -0.163
C -37.2703 -5.0182 -15.4286 -0.189
O -36.8285 -4.3553 -16.6111 -0.167
C -37.9384 -4.2552 -17.5099 -0.185
H -39.8604 -4.8253 -16.6372 0.108
H -39.2679 -5.8950 -17.9180 0.105
H -37.6649 -6.8739 -16.4662 0.109
H -38.8626 -6.5563 -15.2388 0.115
H -36.4302 -5.4529 -14.8872 0.102
H -37.7304 -4.2886 -14.7508 0.124
H -37.5369 -4.4576 -18.5037 0.109
H -38.3674 -3.2495 -17.4841 0.101
C -33.7577 -7.5399 -18.8681 -0.163
C -34.8171 -6.4694 -18.6912 -0.160
C -35.9998 -7.0390 -19.4712 -0.169
O -35.8314 -8.4635 -19.4375 -0.136
C -34.6121 -8.8019 -18.7794 -0.193
H -32.9899 -7.4708 -18.0939 0.095
H -33.2410 -7.5149 -19.8296 0.103
H -34.4954 -5.5179 -19.1253 0.090
H -34.9963 -6.2629 -17.6358 0.093
H -35.9808 -6.7243 -20.5191 0.116
H -36.9790 -6.7826 -19.0606 0.103
H -34.1761 -9.6606 -19.2886 0.119
H -34.8374 -9.0514 -17.7354 0.110
C -33.1690 -4.4512 -23.0462 -0.154
C -32.5443 -4.9362 -21.7342 -0.172
C -32.9288 -3.8186 -20.7954 -0.227
O -34.2456 -3.4581 -21.1696 -0.143
C -34.4857 -3.8419 -22.5272 -0.184
H -33.2693 -5.2416 -23.7839 0.110
H -32.5532 -3.6397 -23.4448 0.111
H -31.4705 -5.1176 -21.8100 0.115
H -33.0224 -5.8835 -21.4640 0.100
H -32.2509 -2.9654 -20.9494 0.122
H -32.8591 -4.1235 -19.7509 0.087
H -34.8050 -2.9640 -23.0852 0.116
H -35.2592 -4.6162 -22.5409 0.112
C -33.1745 -8.8721 -13.3683 -0.153
C -32.9132 -8.0999 -14.6691 -0.160
C -34.2093 -7.3196 -14.9199 -0.201
O -35.0961 -7.6549 -13.8528 -0.153
C -34.2936 -8.0493 -12.7353 -0.200
H -32.3012 -8.9600 -12.7272 0.110
H -33.6089 -9.8448 -13.6010 0.113
H -32.6009 -8.7415 -15.4940 0.106
H -32.0497 -7.4436 -14.5282 0.099
H -34.7045 -7.6850 -15.8210 0.098
H -34.0439 -6.2410 -14.9861 0.106
H -34.9439 -8.6207 -12.0754 0.119
H -33.9538 -7.1454 -12.2170 0.121
C -31.6326 1.9826 -19.9698 -0.153
C -30.6461 1.6464 -21.0988 -0.166
C -31.0423 0.2306 -21.4275 -0.226
O -32.4566 0.2607 -21.3869 -0.143
C -32.8873 1.2288 -20.4244 -0.185
H -31.7272 3.0631 -19.8631 0.111
H -31.2343 1.6431 -19.0108 0.086
H -29.6038 1.7938 -20.8137 0.105
H -30.8743 2.3212 -21.9274 0.117
H -30.6681 -0.4756 -20.6675 0.113
H -30.6554 -0.1511 -22.3727 0.120
H -33.3767 0.6804 -19.6118 0.093
H -33.6656 1.8351 -20.8914 0.115
C -36.8846 1.2478 -19.7272 -0.174
C -36.7092 -0.2007 -19.2711 -0.154
C -38.1016 -0.8129 -19.5471 -0.207
O -38.9024 0.1937 -20.1393 -0.140
C -38.3850 1.4533 -19.7050 -0.208
H -36.5364 1.4690 -20.7357 0.110
H -36.3725 1.9217 -19.0330 0.111
H -36.5404 -0.2660 -18.1962 0.107
H -35.9058 -0.7189 -19.7912 0.097
H -38.5496 -1.1573 -18.6089 0.100
H -38.0823 -1.6653 -20.2260 0.117
H -38.8054 1.6742 -18.7112 0.121
H -38.7645 2.2421 -20.3529 0.119
C -28.3832 -7.1332 -17.3047 -0.156
C -28.8727 -6.1928 -18.3883 -0.166
C -30.4048 -6.2570 -18.2489 -0.188
O -30.6176 -6.4921 -16.8448 -0.177
C -29.4555 -6.9733 -16.2023 -0.209
H -27.3687 -6.9046 -16.9851 0.111
H -28.4471 -8.1635 -17.6536 0.111
H -28.5752 -6.6014 -19.3582 0.111
H -28.5488 -5.1548 -18.3354 0.112
H -30.7956 -7.1058 -18.8123 0.110
H -30.8085 -5.2959 -18.5604 0.101
H -29.6339 -7.9755 -15.8017 0.110
H -29.1296 -6.3141 -15.3951 0.117
N -31.0524 -2.0039 -16.9260 0.061
C -31.2999 -3.2792 -16.6417 -0.149
C -32.5677 -3.8664 -16.7558 -0.056
C -33.5494 -3.1242 -17.3842 -0.071
C -33.2573 -1.8347 -17.8024 -0.060
C -32.0223 -1.2927 -17.5085 -0.147
H -30.4758 -3.7881 -16.1547 0.102
H -32.7470 -4.8669 -16.3878 0.088
H -34.5078 -3.5691 -17.6267 0.096
H -33.9550 -1.2318 -18.3694 0.083
H -31.7858 -0.2762 -17.8029 0.084
N -28.4787 2.3289 -15.8066 0.054
C -27.4869 3.0195 -16.3669 -0.160
C -26.9055 2.6805 -17.5763 -0.080
C -27.4022 1.5938 -18.2809 -0.089
C -28.4091 0.8522 -17.6846 -0.086
C -28.9295 1.2545 -16.4607 -0.147
H -27.1517 3.8887 -15.8132 0.101
H -26.0531 3.1946 -18.0040 0.100
H -26.9954 1.2837 -19.2338 0.103
H -28.8112 -0.0067 -18.2098 0.093
H -29.7781 0.7308 -16.0393 0.095
```

## Properties
**Net charge**: 0
**Gap between HOMO and LUMO**: 10.01 eV
**Lowest unoccupied orbital energy**: 0.6 eV

What E_HOMO values result from the calculations? In sequence: -8.219; -9.441 eV.